Below is a structure of composition C29H77O10Zn at a distorted geometry, with properties calculated with ωB97M-V/def2-TZVPD.

Each line ends with the Löwdin charge.
Geometry (Å):
Zn: -5.303 -0.318 2.943  0.68
C: -0.116 -0.108 -0.205  -0.05
C: -0.497 0.300 1.240  -0.25
O: -1.446 -0.501 1.962  0.04
H: 0.553 -0.965 -0.287  0.09
H: 0.471 0.700 -0.640  0.08
H: -1.007 -0.196 -0.827  0.09
H: -0.804 1.345 1.273  0.16
H: 0.421 0.470 1.801  0.16
C: -1.609 -7.286 6.580  -0.05
C: -1.038 -6.032 5.859  -0.47
C: -0.340 -6.390 4.555  -0.07
O: -2.135 -5.176 5.531  -0.07
H: -0.851 -8.047 6.763  0.08
H: -2.270 -7.846 5.918  0.08
H: -2.147 -7.078 7.505  0.08
H: -0.325 -5.504 6.492  0.13
H: 0.678 -6.727 4.752  0.08
H: -0.195 -5.536 3.895  0.07
H: -0.846 -7.200 4.030  0.08
H: -1.813 -4.630 4.810  0.06
C: -1.210 9.306 -1.799  -0.07
C: -1.282 9.475 -0.302  -0.54
C: -1.969 8.215 0.426  -0.03
O: -0.019 9.672 0.147  -0.04
H: -2.243 9.185 -2.125  0.08
H: -0.632 8.447 -2.139  0.08
H: -0.845 10.210 -2.287  0.08
H: -1.872 10.373 -0.119  0.13
H: -3.007 8.184 0.095  0.07
H: -1.978 8.341 1.508  0.07
H: -1.369 7.368 0.092  0.07
H: 0.179 10.596 -0.019  0.10
C: -4.796 3.797 -3.211  -0.06
C: -6.137 4.125 -3.916  -0.52
C: -6.028 4.240 -5.437  -0.05
O: -7.078 3.142 -3.608  -0.04
H: -4.886 3.488 -2.170  0.06
H: -4.171 4.690 -3.235  0.08
H: -4.409 2.901 -3.698  0.08
H: -6.487 5.088 -3.544  0.13
H: -5.501 3.365 -5.816  0.08
H: -5.481 5.120 -5.778  0.08
H: -7.012 4.366 -5.889  0.08
H: -7.171 3.090 -2.654  0.09
C: -0.683 -4.992 -5.079  -0.08
C: -0.757 -6.501 -5.212  -0.52
C: -0.536 -7.132 -3.896  -0.06
O: -2.089 -6.746 -5.593  -0.06
H: -1.367 -4.525 -4.370  0.08
H: -0.887 -4.498 -6.029  0.07
H: 0.335 -4.693 -4.826  0.08
H: -0.147 -6.798 -6.066  0.14
H: -1.117 -6.637 -3.118  0.08
H: 0.525 -7.039 -3.666  0.09
H: -0.896 -8.159 -3.834  0.09
H: -2.147 -6.541 -6.529  0.09
C: 2.664 0.558 8.849  -0.04
C: 2.257 0.253 7.367  -0.53
C: 3.186 -0.866 6.859  -0.06
O: 0.975 -0.217 7.373  -0.04
H: 2.126 1.409 9.269  0.07
H: 3.740 0.705 8.933  0.07
H: 2.476 -0.332 9.450  0.08
H: 2.279 1.124 6.712  0.13
H: 3.116 -1.696 7.562  0.08
H: 4.220 -0.526 6.806  0.08
H: 2.903 -1.158 5.848  0.07
H: 0.765 -0.396 6.454  0.09
C: 8.619 -2.089 1.547  -0.05
C: 7.551 -3.204 1.609  -0.52
C: 6.572 -3.082 0.445  -0.07
O: 8.178 -4.416 1.437  -0.05
H: 9.339 -2.371 2.316  0.08
H: 8.261 -1.077 1.736  0.08
H: 9.189 -2.143 0.619  0.08
H: 7.029 -3.314 2.560  0.14
H: 5.761 -3.810 0.411  0.08
H: 7.158 -3.113 -0.473  0.08
H: 6.139 -2.082 0.430  0.07
H: 8.690 -4.511 0.630  0.10
C: -5.587 -6.051 0.064  -0.05
C: -5.423 -4.551 -0.368  -0.49
C: -6.018 -4.221 -1.738  -0.05
O: -6.040 -3.751 0.608  -0.09
H: -4.847 -6.724 -0.369  0.07
H: -6.608 -6.383 -0.125  0.08
H: -5.360 -6.265 1.108  0.07
H: -4.341 -4.428 -0.336  0.13
H: -5.868 -3.166 -1.964  0.08
H: -7.063 -4.533 -1.747  0.08
H: -5.573 -4.800 -2.547  0.08
H: -6.980 -3.795 0.417  0.08
C: 4.218 5.537 1.035  -0.06
C: 4.007 5.738 2.481  -0.56
C: 4.914 4.975 3.446  -0.04
O: 4.061 7.084 2.810  -0.04
H: 5.243 5.787 0.764  0.09
H: 3.506 6.169 0.505  0.08
H: 4.008 4.499 0.775  0.08
H: 2.974 5.463 2.698  0.13
H: 4.709 3.916 3.288  0.07
H: 4.741 5.175 4.503  0.08
H: 5.983 5.078 3.257  0.08
H: 3.478 7.595 2.245  0.09
C: 1.239 2.762 -6.300  -0.05
C: 1.093 1.516 -7.226  -0.54
C: -0.258 1.320 -7.858  -0.05
O: 2.179 1.520 -8.110  -0.04
H: 1.005 3.655 -6.879  0.08
H: 2.225 2.754 -5.835  0.07
H: 0.505 2.723 -5.495  0.07
H: 1.220 0.610 -6.635  0.12
H: -0.957 1.336 -7.023  0.08
H: -0.206 0.384 -8.414  0.09
H: -0.524 2.147 -8.517  0.08
H: 2.936 1.483 -7.521  0.08

Properties
Net charge: +1
E_HOMO, eV: -11.422
Energy above the lowest of the compared OMol25 structures with the same formula, charge and spin, kcal per mole: 224.5
E_tot, eV: -100197.693


Below is a cluster of 10 separate species, H20O10 in total at a distorted geometry, with properties calculated with ωB97M-V/def2-TZVPD.

Each line ends with the natural charge from an NBO analysis.
Geometry (Å):
O: -0.978 -0.977 3.724  -0.98
H: -1.037 -0.197 3.160  0.50
H: -1.817 -1.303 4.039  0.47
O: 3.430 -2.365 -1.349  -0.94
H: 2.972 -2.721 -0.588  0.47
H: 4.038 -1.704 -1.015  0.47
O: -2.344 -3.520 0.950  -0.97
H: -2.135 -3.321 1.862  0.49
H: -3.112 -3.098 0.571  0.48
O: 1.449 2.231 1.416  -0.95
H: 0.554 1.993 1.689  0.48
H: 1.634 2.841 2.145  0.46
O: -1.829 0.808 -2.810  -0.95
H: -1.912 1.620 -2.381  0.48
H: -2.361 0.651 -3.589  0.49
O: 2.485 -0.687 0.553  -0.97
H: 2.871 -1.033 1.345  0.48
H: 2.590 0.256 0.495  0.49
O: 0.635 0.127 -3.657  -1.02
H: 1.530 -0.032 -3.378  0.48
H: -0.159 -0.071 -3.163  0.52
O: -1.349 1.487 2.317  -0.96
H: -2.197 1.389 1.871  0.49
H: -1.200 2.435 2.350  0.48
O: -0.870 3.725 -0.092  -0.96
H: -0.005 4.020 0.188  0.48
H: -0.979 4.078 -0.973  0.48
O: -0.440 -1.231 -1.354  -0.97
H: -0.603 -2.148 -1.209  0.48
H: 0.265 -0.883 -0.809  0.49

Properties
E_HOMO, eV: -9.788
Energy above the lowest of the compared OMol25 structures with the same formula, charge and spin, kcal per mole: 89.8
E_tot, eV: -20798.720


Below is a structure of composition CHN2O2P at a distorted geometry, with properties calculated with ωB97M-V/def2-TZVPD.

Each line ends with the natural charge from an NBO analysis.
Geometry (Å):
C: 1.292 0.892 0.191  -0.19
N: 2.268 1.264 -0.262  -0.20
N: -0.811 -1.171 -0.435  0.50
O: 0.002 -1.789 -0.971  -0.30
O: -1.973 -1.062 -0.608  -0.33
P: 0.034 0.316 1.098  0.49
H: -0.812 1.551 0.986  0.02

Properties
E_HOMO (spin up / spin down), eV: -9.996 / -9.998
Energy above the lowest of the compared OMol25 structures with the same formula, charge and spin, kcal per mole: 24.4
E_tot, eV: -17412.035


Below is a cluster of 7 separate species, C29H56F2O9 in total at a distorted geometry, with properties calculated with ωB97M-V/def2-TZVPD.

Each line ends with the Löwdin charge.
Geometry (Å):
C: -0.324 1.788 -4.852  -0.02
C: -0.379 3.391 -4.512  -0.24
F: 1.054 3.816 -4.291  -0.08
O: -0.891 4.243 -5.595  0.00
C: -2.264 3.894 -5.988  -0.24
O: -2.402 3.064 -7.058  0.03
O: -3.509 4.394 -5.387  -0.06
C: -3.972 3.558 -4.269  -0.15
C: -4.538 2.076 -4.700  -0.09
F: -5.024 1.992 -6.110  -0.11
H: 0.803 1.414 -4.729  0.11
H: -0.641 1.496 -5.940  0.10
H: -0.991 1.226 -4.039  0.07
H: -0.912 3.532 -3.479  0.15
H: -4.904 4.135 -3.794  0.15
H: -3.164 3.521 -3.408  0.13
H: -5.490 1.820 -4.026  0.14
H: -3.679 1.303 -4.469  0.12
C: 0.032 -1.688 -0.699  -0.17
C: -0.704 -0.394 -0.469  -0.17
C: -0.372 0.387 -1.722  -0.21
O: -0.193 -0.571 -2.774  -0.16
C: -0.124 -1.880 -2.192  -0.19
H: -0.361 -2.527 -0.119  0.11
H: 1.092 -1.562 -0.447  0.11
H: -1.783 -0.584 -0.423  0.11
H: -0.409 0.123 0.447  0.12
H: 0.568 0.938 -1.609  0.11
H: -1.160 1.094 -1.997  0.10
H: -1.058 -2.401 -2.430  0.11
H: 0.708 -2.436 -2.633  0.12
C: -3.275 -2.283 3.527  -0.17
C: -4.455 -1.346 3.516  -0.18
C: -3.954 -0.217 2.642  -0.20
O: -3.036 -0.793 1.703  -0.16
C: -2.738 -2.133 2.121  -0.20
H: -3.535 -3.315 3.776  0.12
H: -2.529 -1.933 4.251  0.09
H: -5.312 -1.835 3.040  0.12
H: -4.760 -1.012 4.511  0.11
H: -3.408 0.529 3.229  0.11
H: -4.763 0.287 2.104  0.12
H: -3.240 -2.818 1.429  0.12
H: -1.659 -2.306 2.062  0.11
C: 5.052 1.211 0.098  -0.17
C: 5.313 -0.230 0.452  -0.18
C: 4.286 -0.482 1.534  -0.20
O: 3.163 0.364 1.247  -0.15
C: 3.548 1.303 0.233  -0.21
H: 5.408 1.491 -0.897  0.12
H: 5.534 1.867 0.833  0.10
H: 5.106 -0.869 -0.415  0.12
H: 6.337 -0.424 0.782  0.11
H: 4.671 -0.203 2.521  0.11
H: 3.960 -1.525 1.569  0.12
H: 3.047 1.013 -0.697  0.11
H: 3.212 2.305 0.512  0.12
C: 8.186 2.632 3.781  -0.18
C: 8.734 1.399 4.452  -0.18
C: 8.329 0.307 3.486  -0.21
O: 8.308 0.894 2.178  -0.15
C: 8.403 2.319 2.317  -0.21
H: 8.675 3.558 4.096  0.12
H: 7.113 2.722 3.990  0.12
H: 9.828 1.462 4.507  0.12
H: 8.349 1.240 5.462  0.12
H: 7.321 -0.062 3.703  0.11
H: 9.021 -0.541 3.498  0.12
H: 9.404 2.620 1.991  0.12
H: 7.665 2.802 1.671  0.11
C: -4.246 -3.260 -6.558  -0.18
C: -4.484 -2.283 -7.680  -0.18
C: -4.643 -0.976 -6.934  -0.21
O: -3.839 -1.072 -5.750  -0.16
C: -3.426 -2.436 -5.589  -0.21
H: -3.741 -4.176 -6.872  0.11
H: -5.202 -3.536 -6.097  0.12
H: -3.599 -2.239 -8.327  0.12
H: -5.349 -2.528 -8.301  0.12
H: -5.681 -0.821 -6.622  0.12
H: -4.324 -0.114 -7.527  0.12
H: -2.358 -2.492 -5.826  0.12
H: -3.570 -2.744 -4.550  0.12
C: -1.906 -0.432 7.966  -0.18
C: -1.357 -1.665 8.636  -0.18
C: -1.762 -2.758 7.671  -0.20
O: -1.784 -2.170 6.363  -0.16
C: -1.689 -0.745 6.501  -0.21
H: -1.417 0.493 8.280  0.12
H: -2.978 -0.342 8.174  0.12
H: -0.264 -1.602 8.692  0.12
H: -1.742 -1.824 9.647  0.12
H: -2.770 -3.126 7.888  0.12
H: -1.071 -3.605 7.683  0.12
H: -0.688 -0.444 6.175  0.12
H: -2.427 -0.262 5.855  0.11

Properties
E_HOMO, eV: -9.278
E_tot, eV: -54836.072


Below is a cluster of 2 separate species, C5H11NO in total at a distorted geometry, with properties calculated with ωB97M-V/def2-TZVPD.

Each line ends with the natural charge from an NBO analysis.
Geometry (Å):
C: -0.842 -0.155 0.864  -0.18
C: 1.855 0.804 0.230  -0.57
C: -1.504 -1.440 0.422  -0.63
C: 0.021 0.071 -1.604  -0.68
N: 0.433 -0.272 1.374  -0.46
C: -0.164 0.881 -0.332  0.60
O: -0.509 2.045 -0.255  -0.60
H: 0.551 0.415 2.116  0.36
H: -1.525 0.533 1.365  0.20
H: 1.983 1.496 -0.601  0.21
H: 2.451 -0.085 0.055  0.20
H: 2.117 1.337 1.139  0.20
H: -2.282 -1.252 -0.321  0.21
H: -1.973 -1.918 1.286  0.22
H: -0.779 -2.143 0.013  0.22
H: 0.499 -0.885 -1.419  0.23
H: -0.963 -0.093 -2.045  0.24
H: 0.630 0.661 -2.288  0.23

Properties
E_HOMO (spin up / spin down), eV: -8.247 / -8.246
Energy above the lowest of the compared OMol25 structures with the same formula, charge and spin, kcal per mole: 123.8
E_tot, eV: -8896.328


Below is a structure of composition C28H26IrNOS3 at a distorted geometry, with properties calculated with ωB97M-V/def2-TZVPD.

Each line ends with the natural charge from an NBO analysis.
Geometry (Å):
Ir: 0.820 0.223 0.372  0.90
C: 5.126 -1.667 1.073  -0.67
C: 3.727 -1.159 1.227  -0.15
S: 2.795 -1.220 -0.213  0.14
C: 3.237 -0.740 2.451  -0.17
C: 3.969 -0.997 3.730  -0.67
S: 1.726 0.039 2.681  0.14
H: 5.321 -1.853 0.021  0.24
H: 5.268 -2.598 1.621  0.24
H: 5.848 -0.936 1.439  0.24
H: 4.999 -1.302 3.583  0.24
H: 3.453 -1.800 4.259  0.25
H: 3.936 -0.118 4.371  0.24
O: -1.250 -0.479 0.097  -1.05
S: -1.794 -1.473 -0.908  1.25
C: -3.578 -1.163 -0.861  -0.17
C: -4.356 -1.689 -1.880  -0.24
C: -5.712 -1.408 -1.907  -0.18
C: -6.275 -0.619 -0.915  -0.18
C: -5.487 -0.103 0.101  -0.20
C: -4.129 -0.374 0.132  -0.23
C: -1.717 -3.022 0.016  -0.17
C: -1.460 -4.195 -0.670  -0.24
C: -1.277 -5.364 0.049  -0.19
C: -1.341 -5.342 1.434  -0.18
C: -1.598 -4.159 2.108  -0.19
C: -1.786 -2.987 1.397  -0.23
H: -3.905 -2.299 -2.647  0.23
H: -6.329 -1.801 -2.701  0.23
H: -7.330 -0.393 -0.944  0.23
H: -5.929 0.513 0.871  0.23
H: -3.494 0.038 0.901  0.24
H: -1.390 -4.180 -1.745  0.23
H: -1.071 -6.286 -0.469  0.23
H: -1.189 -6.254 1.989  0.23
H: -1.643 -4.148 3.187  0.23
H: -1.964 -2.049 1.900  0.24
C: -2.657 3.392 -1.275  -0.18
C: -1.792 4.114 -0.467  -0.20
C: -0.483 3.713 -0.318  -0.21
C: -0.035 2.533 -0.932  0.16
C: -0.907 1.825 -1.772  -0.24
C: -2.203 2.262 -1.941  -0.20
N: 1.212 2.033 -0.620  -0.56
C: 2.355 2.717 -0.802  0.20
C: 3.503 2.369 -0.055  -0.24
C: 4.705 2.996 -0.279  -0.19
C: 4.812 3.963 -1.277  -0.20
C: 3.695 4.306 -2.034  -0.19
C: 2.475 3.724 -1.787  -0.25
H: -3.680 3.704 -1.397  0.23
H: -2.139 4.997 0.045  0.23
H: 0.196 4.252 0.323  0.23
H: -0.536 0.953 -2.293  0.22
H: -2.866 1.725 -2.600  0.22
H: 3.398 1.603 0.702  0.21
H: 5.573 2.731 0.310  0.22
H: 5.762 4.431 -1.478  0.22
H: 3.780 5.029 -2.832  0.23
H: 1.608 3.989 -2.371  0.22

Properties
Net charge: +1
Multiplicity: 2
E_HOMO (spin up / spin down), eV: -10.027 / -10.180
Energy above the lowest of the compared OMol25 structures with the same formula, charge and spin, kcal per mole: 61.3
E_tot, eV: -68331.436


> What is the formula in the second record?

H20O10